Formula: C23H23N3O2
Source: the Open Molecules 2025 dataset
Level of theory: ωB97M-V with the def2-TZVPD basis set

CARTESIAN COORDINATES (ANGSTROEM)
O1 -0.4263 -4.3523 2.4828
C1 -0.1676 -3.2395 2.0708
N1 -0.0370 -2.2065 2.9665
N2 0.1065 -0.9271 2.6163
C2 0.1636 -0.0202 3.5108
C3 0.3103 1.3686 3.1306
C4 0.2549 1.6915 1.7858
C5 0.3763 3.0087 1.3454
C6 0.5515 4.0204 2.2504
C7 0.6185 3.7457 3.6312
C8 0.8052 4.7894 4.5626
C9 0.8801 4.5335 5.9017
C10 0.7732 3.2146 6.3630
C11 0.5903 2.1818 5.4847
C12 0.5012 2.4050 4.0946
C13 0.0073 -2.9103 0.6358
C14 0.9680 -2.0143 0.1800
C15 1.0937 -1.7676 -1.1750
C16 0.2734 -2.4064 -2.0948
C17 0.3977 -2.1391 -3.5709
N3 -0.9111 -1.8655 -4.1432
C18 -1.5214 -0.6355 -3.6627
C19 -0.9402 0.6158 -4.3345
O2 -1.0328 0.5341 -5.7419
C20 -0.3795 -0.6193 -6.2298
C21 -0.9578 -1.8909 -5.5948
C22 -0.6747 -3.3151 -1.6363
C23 -0.8014 -3.5716 -0.2870
H1 -0.1508 -2.4589 3.9542
H2 0.0964 -0.2811 4.5711
H3 0.1073 0.8922 1.0764
H4 0.3257 3.2224 0.2879
H5 0.6421 5.0459 1.9220
H6 0.8895 5.8004 4.1902
H7 1.0231 5.3371 6.6087
H8 0.8377 3.0162 7.4228
H9 0.5179 1.1793 5.8761
H10 1.6221 -1.5166 0.8780
H11 1.8434 -1.0690 -1.5199
H12 0.7802 -3.0414 -4.0609
H13 1.1317 -1.3337 -3.7362
H14 -1.3978 -0.5744 -2.5803
H15 -2.5898 -0.6937 -3.8933
H16 -1.5035 1.5045 -4.0460
H17 0.1122 0.7519 -4.0387
H18 -0.5350 -0.6204 -7.3098
H19 0.7011 -0.5512 -6.0257
H20 -0.4237 -2.7699 -5.9601
H21 -2.0113 -1.9752 -5.8807
H22 -1.3117 -3.8097 -2.3531
H23 -1.5286 -4.2825 0.0755

Cartesian forces (eV/Å) of the 3 atoms listed first:
-0.03 0.01 -0.05
-0.04 -0.05 0.05
-0.03 -0.34 1.15

- SMILES string: O=C(N/N=C/c1cccc2ccccc12)c1ccc(CN2CCOCC2)cc1
- ΔE to the lowest compared entry with this formula, charge and spin: 1.780 eV
- HOMO-LUMO gap: 7.90 eV
- 2S+1: 1


Formula: C5H11CuN5O6S
Source: the Open Molecules 2025 dataset
Level of theory: ωB97M-V with the def2-TZVPD basis set

CARTESIAN COORDINATES (ANGSTROEM)
Cu1 1.0302 -0.8826 0.6057
C1 -3.1375 2.2158 -0.6589
O1 -2.9849 1.2563 0.3909
C2 -2.1767 0.2305 0.1084
O2 -1.6712 0.0297 -0.9754
N1 -2.0882 -0.5862 1.1981
N2 -1.0215 -1.5066 1.2836
H1 -3.8354 2.9537 -0.2773
H2 -3.5303 1.7428 -1.5568
H3 -2.1784 2.6820 -0.8777
H4 -2.4350 -0.1992 2.0624
H5 -1.3821 -2.4425 1.1401
H6 -0.6286 -1.4502 2.2201
N3 1.1433 0.1419 -1.3344
N4 1.9399 -0.5568 -2.2321
C3 2.5608 -1.6978 -1.8672
N5 3.2577 -2.3043 -2.8526
S1 2.5025 -2.3700 -0.3326
H7 0.1522 0.1122 -1.5656
H8 1.4777 1.0851 -1.1894
H9 1.9234 -0.2977 -3.2069
H10 3.4958 -1.8233 -3.7034
H11 3.8120 -3.0999 -2.5905
O3 1.7117 1.2539 4.1544
C4 1.2461 0.5865 3.2914
O4 1.2086 -0.5371 2.8058
C5 0.0179 1.7076 2.1381
O5 -0.7341 2.3227 2.8280
O6 0.3241 1.4333 0.9935

Cartesian forces (eV/Å) of the 3 atoms listed first:
-0.06 -0.15 -0.03
0.00 0.00 0.01
-0.01 0.00 -0.01

- ΔE to the lowest compared entry with this formula, charge and spin: 0.524 eV
- HOMO-LUMO gap (spin up / spin down): 7.21 / 7.82 eV
- 2S+1: 2


Formula: C3H6O3
Source: the Open Molecules 2025 dataset
Level of theory: ωB97M-V with the def2-TZVPD basis set

CARTESIAN COORDINATES (ANGSTROEM)
O1 0.2812 1.8249 -0.0246
C1 -0.1504 0.7952 -0.4850
C2 -1.3561 0.0407 0.0366
O2 -2.3353 -0.0219 -0.9828
H1 0.3055 0.3409 -1.3927
H2 -1.0661 -0.9900 0.2597
H3 -1.7199 0.5117 0.9562
H4 -2.6881 0.8683 -1.1069
C3 2.1934 -0.8394 0.6824
O3 1.1750 -0.9617 1.3175
H5 2.5869 0.1524 0.3875
H6 2.7739 -1.7210 0.3522

Cartesian forces (eV/Å) of the 3 atoms listed first:
-0.23 -0.45 -0.19
0.18 0.30 0.13
0.16 -0.02 0.26

- SMILES string: O=CCO.C=O
- ΔE to the lowest compared entry with this formula, charge and spin: 2.388 eV
- HOMO-LUMO gap: 10.33 eV
- 2S+1: 1


Formula: C30H26BCrN7O9
Source: the Open Molecules 2025 dataset
Level of theory: ωB97M-V with the def2-TZVPD basis set

CARTESIAN COORDINATES (ANGSTROEM)
Cr1 0.4143 0.3865 -0.3843
C1 -0.6371 2.6269 2.4189
C2 -0.8000 3.5197 1.2250
C3 -1.7107 4.5670 1.2452
C4 -1.8063 5.4416 0.1792
C5 -1.0227 5.2484 -0.9445
C6 -0.1331 4.1901 -1.0141
C7 0.6605 3.9261 -2.2568
C8 0.0014 3.3379 0.0932
N1 0.9224 2.2808 0.0122
C9 2.2258 2.6042 -0.0463
O1 2.7391 3.6774 0.2448
C10 3.0288 1.4522 -0.5746
C11 4.4102 1.3645 -0.6255
C12 4.9828 0.2238 -1.1789
C13 4.1645 -0.8005 -1.6306
C14 2.7865 -0.6573 -1.4990
N2 2.2546 0.4688 -1.0194
C15 1.7678 -1.7243 -1.7714
O2 2.0361 -2.7851 -2.3313
N3 0.5856 -1.3387 -1.2696
C16 -0.5240 -2.2416 -1.3508
C17 -0.2516 -3.6398 -0.8562
C18 0.7255 -3.8356 0.2541
C19 -0.9839 -4.6771 -1.3566
C20 -1.8301 -4.5294 -2.4588
C21 -1.8696 -3.3109 -3.1408
C22 -1.1897 -2.2130 -2.7044
C23 -1.0756 -0.9755 -3.5201
H1 -1.5623 2.5708 2.9874
H2 0.1514 3.0110 3.0685
H3 -0.3466 1.6201 2.1158
H4 -2.3417 4.7043 2.1131
H5 -2.4971 6.2706 0.2202
H6 -1.1163 5.9233 -1.7843
H7 0.2901 4.5323 -3.0785
H8 0.5784 2.8702 -2.5289
H9 1.7138 4.1586 -2.1006
H10 5.0093 2.1683 -0.2324
H11 6.0571 0.1291 -1.2433
H12 4.5585 -1.7139 -2.0519
H13 0.9332 -2.9105 0.7867
H14 1.6678 -4.1858 -0.1713
H15 0.3679 -4.5810 0.9631
H16 -0.8736 -5.6503 -0.9015
H17 -2.4081 -5.3699 -2.8142
H18 -2.4129 -3.2422 -4.0725
H19 -1.6218 -1.0852 -4.4540
H20 -0.0232 -0.7848 -3.7426
H21 -1.4484 -0.1038 -2.9805
B1 -3.5884 1.7284 -1.1335
C24 -2.2160 1.0204 -0.6413
N4 -1.0644 1.0834 -1.1244
H22 -4.3424 1.7555 -0.2142
H23 -3.3518 2.7990 -1.6024
H24 -3.9555 0.9698 -1.9918
O3 -1.3681 -3.7076 5.6089
N5 -1.8709 -3.2869 4.5749
O4 -2.9787 -3.6191 4.1760
C25 -1.1149 -2.3893 3.7807
C26 -1.6517 -1.9018 2.5701
C27 -0.8549 -1.1413 1.7591
C28 0.5228 -0.8838 2.0688
O5 1.2409 -0.3240 1.1854
C29 0.9933 -1.3187 3.3487
C30 0.1726 -2.0607 4.1760
N6 2.3167 -1.0208 3.7750
O6 3.1066 -0.5735 2.9615
O7 2.5954 -1.2326 4.9480
N7 -1.1754 -0.6665 0.4474
O8 -1.5389 -1.7453 -0.3724
O9 -2.3182 0.1730 0.4389
H25 -2.6668 -2.1521 2.3071
H26 0.5614 -2.4233 5.1166

Cartesian forces (eV/Å) of the 3 atoms listed first:
0.43 -0.31 0.05
0.03 -0.06 -0.09
0.25 -0.08 -0.21

- HOMO-LUMO gap (spin up / spin down): 6.10 / 7.26 eV
- 2S+1: 4
- Charge: -1


Formula: C5H8O2
Source: the Open Molecules 2025 dataset
Level of theory: ωB97M-V with the def2-TZVPD basis set

CARTESIAN COORDINATES (ANGSTROEM)
C1 0.3408 -1.6332 -0.0724
C2 -0.1000 -0.2871 0.4813
O1 -0.1130 -0.4125 1.8994
C3 0.7806 0.8961 0.0029
C4 -0.0320 1.5788 -1.0711
O2 -0.6889 0.9174 -1.8581
C5 -1.5088 0.1946 0.1783
H1 0.3604 -1.5945 -1.1660
H2 1.3364 -1.9049 0.2958
H3 -0.3627 -2.4095 0.2452
H4 -0.6322 0.3410 2.2255
H5 0.9792 1.5770 0.8368
H6 1.7463 0.5779 -0.4138
H7 -0.0481 2.6818 -1.1276
H8 -2.0577 -0.5229 -0.4562

Cartesian forces (eV/Å) of the 3 atoms listed first:
-0.02 -0.04 -0.05
0.01 -0.02 -0.22
-0.07 0.17 0.14

- ΔE to the lowest compared entry with this formula, charge and spin: 4.762 eV
- HOMO-LUMO gap: 8.95 eV
- 2S+1: 1


Formula: C15H25NO3
Source: the Open Molecules 2025 dataset
Level of theory: ωB97M-V with the def2-TZVPD basis set

CARTESIAN COORDINATES (ANGSTROEM)
C1 -1.1741 3.6542 -1.8699
C2 -0.3658 2.4374 -2.3069
N1 1.0344 2.7566 -2.5214
C3 1.7630 3.2377 -1.3646
C4 1.8659 2.2923 -0.1619
C5 1.7284 1.7481 -3.3021
C6 1.6884 0.3941 -2.7597
C7 1.6135 -0.7176 -2.3136
C8 1.5209 -2.0445 -1.7137
C9 0.4087 -2.8556 -2.3853
O1 1.3812 -1.9656 -0.2912
C10 0.2742 -1.2681 0.1847
O2 -0.9073 -2.0143 0.2045
C11 -0.8819 -3.1013 1.1210
C12 -0.9361 -2.6695 2.5088
C13 -0.9178 -2.2401 3.6294
C14 -1.0203 -1.7706 5.0042
O3 -2.3204 -1.8847 5.5438
C15 -3.2681 -1.0646 4.9078
H1 -0.9482 3.9354 -0.8448
H2 -0.9569 4.4966 -2.5215
H3 -2.2353 3.4264 -1.9326
H4 -0.5078 1.6204 -1.5792
H5 -0.7566 2.0857 -3.2669
H6 2.7723 3.4873 -1.7062
H7 1.2890 4.1700 -1.0468
H8 2.4795 2.7541 0.6078
H9 0.8842 2.0908 0.2605
H10 2.3195 1.3469 -0.4491
H11 2.7725 2.0590 -3.4113
H12 1.2733 1.7277 -4.3012
H13 2.4834 -2.5588 -1.8405
H14 0.3679 -3.8542 -1.9559
H15 0.6108 -2.9330 -3.4510
H16 -0.5535 -2.3704 -2.2400
H17 0.5446 -0.9464 1.2026
H18 0.0538 -0.3915 -0.4392
H19 0.0242 -3.7042 0.9638
H20 -1.7659 -3.7018 0.8856
H21 -0.3810 -2.3816 5.6493
H22 -0.6773 -0.7221 5.0460
H23 -3.3641 -1.3126 3.8448
H24 -2.9995 -0.0039 5.0007
H25 -4.2157 -1.2437 5.4115

Cartesian forces (eV/Å) of the 3 atoms listed first:
0.14 -0.27 -0.06
-0.12 0.15 0.01
-0.03 -0.01 -0.24

- SMILES string: CCN(CC)CC#C[C@H](C)OCOCC#CCOC
- ΔE to the lowest compared entry with this formula, charge and spin: 7.019 eV
- HOMO-LUMO gap: 9.32 eV
- 2S+1: 1


Calculated max |F| (eV/Å), listed in the same order as above: 1.2; 0.2; 0.6; 1.7; 0.4; 0.7
Calculated E_tot (eV), listed in the same order as above: -32788.826; -80573.860; -9348.929; -89482.406; -9405.070; -23588.152